# 1
A single C7H10 molecule, computed with the ωB97M-V functional and the def2-TZVPD basis.

The SMILES is C#C[C@@H]1[C@H](C)[C@@H]1C. The energy above the lowest of the compared OMol25 structures with the same formula, charge and spin comes out at 341.1 kJ/mol. The gap between HOMO and LUMO is 10.176 eV. The largest force on an atom comes out at 2.19 eV/Å. The calculation puts the total energy at -272.58807 hartree. The highest occupied orbital energy is -9.190 eV.

Geometry as XYZ:
```
17
Properties=species:S:1:pos:R:3:forces:R:3
C -0.090 -1.122 0.264 0.046 0.023 0.095
C -1.411 1.266 0.431 0.239 0.881 0.392
C 1.314 0.518 -1.296 -0.190 0.063 0.138
C 0.857 -1.057 1.444 0.016 0.141 0.009
C 0.110 -0.396 -1.044 -0.095 0.015 -0.005
C -2.166 2.175 0.688 0.094 -0.663 -0.186
C -1.072 -0.027 -0.119 -0.376 -0.076 0.097
H 1.692 -1.761 1.333 -0.195 0.157 -0.093
H 1.587 1.125 -0.428 -0.176 -0.091 -0.052
H 1.132 1.207 -2.129 -0.117 -0.123 0.172
H -2.163 -0.233 -0.195 1.075 -1.458 -1.228
H 0.332 -1.325 2.368 0.052 0.087 -0.155
H 2.210 -0.065 -1.567 -0.423 -0.003 0.144
H -0.130 -0.989 -1.928 -0.172 0.164 0.227
H -0.498 -2.125 0.110 -0.072 0.352 0.158
H 1.278 -0.057 1.582 -0.073 -0.090 -0.020
H -3.133 2.623 0.738 0.366 0.618 0.306
```
Positions in Å, forces in eV/Å.

***

# 2
3 unconnected molecules or ions with the total composition C3H2F2NO4, computed with the ωB97M-V functional and the def2-TZVPD basis.

Its spin multiplicity is 3. Its total charge is -1. The gap between HOMO and LUMO (alpha / beta) is 6.912 / 6.769 eV. The largest force on an atom comes out at 3.84 eV/Å. The calculation puts the total energy at -670.77034 hartree. The highest occupied orbital energy (alpha / beta) is -3.675 / -5.038 eV.

Geometry as XYZ:
```
12
Properties=species:S:1:pos:R:3:forces:R:3
F 2.091 2.062 0.636 -0.120 -0.345 -0.239
F 2.820 -0.681 -1.518 -1.234 0.805 1.400
O -2.662 -1.355 1.295 1.295 -0.789 0.783
O -0.841 1.575 0.419 -0.729 0.046 0.129
O -1.052 -0.299 -0.766 -0.754 0.931 1.007
O -3.715 0.307 0.172 -1.196 2.504 -1.517
N -0.392 0.653 -0.207 0.177 -2.305 -1.794
C -3.052 -0.456 0.688 -0.337 -1.725 0.774
C 1.900 -0.513 -0.331 0.805 -2.129 -2.885
C 0.921 0.498 -0.495 1.675 3.361 0.808
H 2.540 -0.299 0.486 0.551 0.215 0.773
H 1.442 -1.492 -0.378 -0.134 -0.568 0.759
```
Positions in Å, forces in eV/Å.

***

# 3
2 unconnected molecules or ions with the total composition C5H12N2O, computed with the ωB97M-V functional and the def2-TZVPD basis.

The energy above the lowest of the compared OMol25 structures with the same formula, charge and spin comes out at 910.0 kJ/mol. The gap between HOMO and LUMO is 4.080 eV. The largest force on an atom comes out at 1.41 eV/Å. The calculation puts the total energy at -382.15592 hartree. The highest occupied orbital energy is -7.995 eV.

Geometry as XYZ:
```
20
Properties=species:S:1:pos:R:3:forces:R:3
O 1.450 -1.725 1.357 0.284 0.271 0.027
N -2.071 -0.925 1.594 -0.010 0.229 0.703
N 0.394 1.383 -1.960 -0.597 -0.476 0.908
C -1.267 -1.523 0.590 0.688 0.173 0.034
C 0.311 0.391 0.208 -1.225 0.191 -0.668
C 0.769 2.510 -1.237 0.504 0.889 0.152
C 1.154 1.112 -0.787 0.557 0.918 -0.522
C -0.671 -0.602 -0.476 -0.374 0.096 -0.198
H -1.793 -2.345 0.128 -0.220 -0.250 -0.244
H 2.225 1.030 -0.951 0.164 -0.683 0.457
H -1.597 -0.425 2.330 -0.304 -0.085 -0.141
H -0.060 -1.209 -1.131 0.151 -0.277 -0.278
H -3.044 -0.743 1.460 -0.067 0.195 -0.112
H -0.352 -1.889 1.067 -0.421 -0.560 0.069
H -1.431 -0.109 -1.113 0.266 -0.136 0.428
H 0.008 3.147 -0.791 -0.102 -0.059 -0.245
H 0.902 -0.235 0.918 1.028 -0.832 -0.077
H 2.394 -1.924 1.326 0.063 0.094 0.059
H 1.651 3.046 -1.601 -0.088 -0.044 0.008
H -0.248 1.122 0.794 -0.296 0.347 -0.358
```
Positions in Å, forces in eV/Å.

***

What did the second record say?
3 unconnected molecules or ions with the total composition C3H2F2NO4, computed with the ωB97M-V functional and the def2-TZVPD basis.

Its spin multiplicity is 3. Its total charge is -1. The gap between HOMO and LUMO (alpha / beta) is 6.912 / 6.769 eV. The largest force on an atom comes out at 3.84 eV/Å. The calculation puts the total energy at -670.77034 hartree. The highest occupied orbital energy (alpha / beta) is -3.675 / -5.038 eV.

Geometry as XYZ:
```
12
Properties=species:S:1:pos:R:3:forces:R:3
F 2.091 2.062 0.636 -0.120 -0.345 -0.239
F 2.820 -0.681 -1.518 -1.234 0.805 1.400
O -2.662 -1.355 1.295 1.295 -0.789 0.783
O -0.841 1.575 0.419 -0.729 0.046 0.129
O -1.052 -0.299 -0.766 -0.754 0.931 1.007
O -3.715 0.307 0.172 -1.196 2.504 -1.517
N -0.392 0.653 -0.207 0.177 -2.305 -1.794
C -3.052 -0.456 0.688 -0.337 -1.725 0.774
C 1.900 -0.513 -0.331 0.805 -2.129 -2.885
C 0.921 0.498 -0.495 1.675 3.361 0.808
H 2.540 -0.299 0.486 0.551 0.215 0.773
H 1.442 -1.492 -0.378 -0.134 -0.568 0.759
```
Positions in Å, forces in eV/Å.

***

Which of these has the lowest largest force on an atom?
C5H12N2O